79
Properties=species:S:1:pos:R:3 method="wB97M-V/def2-TZVPD" lumo_ha="-0.0547 / -0.0547" s_squared=0.822 orbital_gap_ev="6.24 / 6.20" spin_multiplicity=2 e_above_lowest_kj_mol=0.00
Fe -0.50 0.21 -0.09
C -0.98 2.21 -0.28
C -1.78 1.54 -1.27
C -2.63 0.65 -0.54
C -2.35 0.84 0.85
C -1.39 1.85 1.03
C -1.09 2.62 2.29
C -0.96 1.73 3.52
C -2.30 3.56 2.50
C 0.17 3.47 2.14
C -3.86 -0.19 -0.94
C -3.67 -1.24 -2.04
C -4.97 0.78 -1.37
C -4.42 -0.97 0.27
C -1.83 2.13 -2.68
C -0.45 2.60 -3.17
C -2.39 1.22 -3.78
C -2.72 3.39 -2.58
H -0.22 2.94 -0.49
H -2.83 0.31 1.65
H -1.82 1.06 3.62
H -0.92 2.34 4.42
H -0.05 1.13 3.49
H -3.21 2.99 2.68
H -2.46 4.19 1.62
H -2.12 4.21 3.36
H 1.04 2.86 1.88
H 0.38 3.99 3.08
H 0.04 4.24 1.37
H -3.19 -0.85 -2.94
H -4.65 -1.62 -2.33
H -3.09 -2.09 -1.69
H -4.79 1.20 -2.36
H -5.06 1.61 -0.67
H -5.92 0.25 -1.41
H -3.67 -1.63 0.71
H -5.25 -1.59 -0.07
H -4.81 -0.30 1.04
H 0.25 1.78 -3.30
H 0.00 3.34 -2.50
H -0.58 3.09 -4.14
H -1.87 0.26 -3.81
H -2.24 1.71 -4.75
H -3.46 1.05 -3.68
H -2.30 4.09 -1.85
H -3.73 3.15 -2.28
H -2.75 3.90 -3.55
O -2.65 -6.30 -2.62
N -2.24 -6.43 -1.48
O -2.19 -7.49 -0.88
C -1.85 -5.22 -0.74
C -2.03 -5.24 0.59
C -1.75 -4.09 1.38
C -1.89 -4.07 2.77
C -1.56 -2.93 3.45
C -1.11 -1.82 2.73
N -1.00 -1.81 1.42
C -1.29 -2.93 0.75
C -1.08 -2.91 -0.68
N -0.61 -1.76 -1.22
C -0.35 -1.75 -2.51
C -0.53 -2.86 -3.34
C -1.03 -4.02 -2.82
C -1.33 -4.06 -1.44
H -2.41 -6.14 1.05
H -2.25 -4.95 3.29
H -1.63 -2.87 4.53
H -0.82 -0.91 3.24
H 0.05 -0.83 -2.91
H -0.27 -2.78 -4.39
H -1.20 -4.88 -3.44
S 1.26 0.13 1.38
C 2.31 0.06 0.02
S 1.39 0.54 -1.35
C 3.63 -0.31 0.03
C 4.27 -0.67 1.25
N 4.79 -0.97 2.24
C 4.37 -0.35 -1.18
N 4.97 -0.39 -2.17



77
Properties=species:S:1:pos:R:3 method="wB97M-V/def2-TZVPD" lumo_ha="-0.0528 / -0.0816" s_squared=0.772 orbital_gap_ev="5.59 / 4.78" spin_multiplicity=2 e_above_lowest_kj_mol=159.47
Pd -0.06 -0.13 0.23
C -5.18 -2.67 0.11
C -4.24 -2.72 -0.91
C -3.26 -1.75 -1.00
C -3.20 -0.72 -0.06
C -4.15 -0.67 0.96
C -5.13 -1.64 1.04
N -2.18 0.22 -0.17
C -2.41 1.53 -0.40
C -3.68 2.09 -0.61
C -3.82 3.44 -0.87
C -2.71 4.28 -0.95
C -1.45 3.77 -0.76
C -1.28 2.40 -0.51
N -0.07 1.81 -0.44
N 1.05 2.45 -0.54
C 2.20 1.79 -0.52
C 3.41 2.51 -0.69
C 4.60 1.86 -0.55
C 4.61 0.48 -0.30
C 3.40 -0.18 -0.21
N 2.22 0.44 -0.30
H -5.93 -3.44 0.19
H -4.28 -3.51 -1.65
H -2.55 -1.74 -1.82
H -4.10 0.12 1.70
H -5.86 -1.59 1.83
H -4.56 1.46 -0.56
H -4.81 3.85 -1.01
H -2.84 5.33 -1.15
H -0.56 4.39 -0.81
H 3.35 3.56 -0.92
H 5.54 2.40 -0.62
H 5.53 -0.06 -0.17
H 3.36 -1.24 -0.03
C -0.22 -3.37 -1.57
Ge 0.13 -2.50 0.22
C 1.92 -3.20 0.77
C 2.81 -3.71 -0.17
C 3.98 -4.32 0.23
C 4.29 -4.41 1.58
C 3.44 -3.85 2.52
C 2.27 -3.24 2.11
C -1.14 -3.24 1.58
C -1.79 -2.32 2.36
C -2.69 -2.70 3.36
C -2.98 -4.02 3.55
C -2.37 -5.01 2.74
C -2.69 -6.38 2.88
C -2.09 -7.33 2.10
C -1.10 -6.95 1.19
C -0.77 -5.64 1.04
C -1.41 -4.62 1.77
H 0.28 -4.32 -1.63
H 0.13 -2.74 -2.38
H -1.29 -3.54 -1.70
H 2.58 -3.62 -1.23
H 4.65 -4.74 -0.51
H 5.20 -4.90 1.90
H 3.69 -3.88 3.57
H 1.61 -2.79 2.85
H -1.59 -1.26 2.21
H -3.14 -1.94 3.98
H -3.68 -4.32 4.32
H -3.43 -6.66 3.62
H -2.37 -8.36 2.19
H -0.59 -7.72 0.62
H 0.01 -5.35 0.35
Te 1.09 0.37 2.48
C 0.18 0.03 4.36
C -0.76 0.75 5.04
C -0.89 0.37 6.39
C -0.04 -0.63 6.74
S 0.92 -1.14 5.41
H -1.32 1.54 4.59
H -1.57 0.84 7.08
H 0.08 -1.10 7.70



14
Properties=species:S:1:pos:R:3 method="wB97M-V/def2-TZVPD" lumo_ha="0.0346 / -0.0191" s_squared=2.039 orbital_gap_ev="7.29 / 8.45" spin_multiplicity=3 e_above_lowest_kj_mol=232.40
C 1.33 1.32 -0.09
C 0.26 0.93 -0.68
C 1.98 0.04 0.28
C 1.87 -1.26 0.20
C -1.83 0.15 0.53
C -0.89 0.05 -0.71
H 1.84 2.27 0.18
H 1.22 -1.61 -0.62
H 2.35 -1.80 1.04
H -2.16 -0.87 0.72
H -2.65 0.82 0.25
H -1.41 0.73 1.32
H -1.42 0.21 -1.64
H -0.50 -0.99 -0.78



12
Properties=species:S:1:pos:R:3 method="wB97M-V/def2-TZVPD" lumo_ha=-0.0275 orbital_gap_ev=8.54 e_above_lowest_kj_mol=332.63
C 1.94 -0.05 0.06
C 0.73 -0.87 0.19
C -0.62 -0.64 -0.26
C -2.35 0.72 -0.15
H 3.06 1.36 0.46
H 1.09 -1.79 0.63
H -1.45 -1.36 -0.29
H -2.58 1.84 -0.45
O 1.94 1.23 0.22
O 2.96 -0.75 -0.24
O -1.05 0.59 -0.30
S -3.65 -0.29 0.14



60
Properties=species:S:1:pos:R:3 method="wB97M-V/def2-TZVPD" lumo_ha=-0.0236 orbital_gap_ev=9.25
C 6.13 -0.99 0.13
C 5.73 -0.07 -1.03
C 5.09 1.20 -0.49
F 5.37 2.26 -1.38
Si 3.19 1.12 -0.43
O 2.65 -0.24 0.39
Si 2.22 -1.56 -0.57
H 6.76 -1.79 -0.24
H 5.27 -1.40 0.64
H 6.72 -0.41 0.82
H 5.09 -0.58 -1.74
H 6.64 0.21 -1.55
H 5.49 1.44 0.48
H 2.69 1.15 -1.81
H 2.68 2.34 0.22
H 0.76 -1.67 -0.70
H 2.80 -1.41 -1.92
H 2.84 -2.75 0.04
C -2.71 1.10 2.47
C -1.77 0.09 2.30
C -1.77 -0.68 1.15
C -2.72 -0.42 0.18
C -3.67 0.58 0.33
C -3.66 1.34 1.48
N -2.72 -1.22 -1.06
O -1.90 -2.10 -1.16
O -3.55 -0.94 -1.90
H -2.71 1.70 3.37
H -1.03 -0.09 3.07
H -1.04 -1.46 1.02
H -4.40 0.76 -0.44
H -4.39 2.12 1.62
C 0.42 3.79 -6.98
C 1.22 2.99 -7.80
C 2.09 2.07 -7.24
C 2.16 1.97 -5.86
C 1.38 2.76 -5.03
C 0.51 3.68 -5.60
N 3.07 0.99 -5.26
O 3.75 0.32 -6.00
O 3.08 0.91 -4.04
H -0.26 4.50 -7.43
H 1.15 3.08 -8.87
H 2.71 1.45 -7.87
H 1.45 2.67 -3.96
H -0.10 4.30 -4.97
C -3.96 -3.81 7.08
C -3.64 -3.82 5.73
C -4.02 -2.77 4.92
C -4.72 -1.72 5.48
C -5.05 -1.69 6.82
C -4.67 -2.75 7.62
N -5.11 -0.59 4.62
O -4.81 -0.65 3.44
O -5.69 0.34 5.14
H -3.66 -4.64 7.71
H -3.08 -4.65 5.31
H -3.77 -2.77 3.87
H -5.60 -0.86 7.23
H -4.92 -2.74 8.67



8
Properties=species:S:1:pos:R:3 method="wB97M-V/def2-TZVPD" lumo_ha=0.0251 orbital_gap_ev=9.72 smiles=C#C[PH]#[PH2] e_above_lowest_kj_mol=160.42
C 1.50 0.25 -2.06
C 0.56 0.02 -1.32
P -0.26 -0.21 1.49
P -0.96 0.19 -0.54
H 2.48 0.50 -2.38
H 0.30 -1.62 1.11
H -1.56 -0.64 1.71
H -1.60 -1.17 -0.77



24
Properties=species:S:1:pos:R:3 method="wB97M-V/def2-TZVPD" total_charge=+1 lumo_ha=-0.1166 orbital_gap_ev=9.80 e_above_lowest_kj_mol=71.16
C 1.94 -0.58 0.31
C 1.85 0.48 -0.78
C 0.49 1.20 -0.94
C -2.49 -1.36 -1.20
C -1.11 -0.82 -0.90
C -0.77 0.42 -1.23
N 1.49 -0.01 1.62
H 1.30 -1.43 0.10
H 2.96 -0.92 0.40
H 2.61 1.23 -0.57
H 2.09 0.03 -1.74
H 0.31 1.77 -0.02
H 0.66 1.87 -1.77
H -2.91 -0.90 -2.08
H -2.43 -2.44 -1.39
H -3.16 -1.18 -0.37
H -0.40 -1.52 -0.47
H -1.51 1.00 -1.78
H 1.89 0.91 1.81
H 1.72 -0.62 2.39
H 0.46 0.12 1.65
H -1.65 1.20 2.67
H -1.83 0.42 1.36
O -1.23 0.55 2.10



15
Properties=species:S:1:pos:R:3 method="wB97M-V/def2-TZVPD" lumo_ha=0.0307 orbital_gap_ev=9.07 smiles="CN1CC=NOC=N1" e_above_lowest_kj_mol=582.27
C -1.95 -0.28 -0.36
C -0.06 0.83 0.54
C 1.13 1.31 -0.20
C 1.39 -1.51 0.02
H -2.42 -0.91 -1.20
H -2.27 0.75 -0.39
H -2.39 -0.62 0.74
H 0.45 0.35 1.45
H -0.74 1.65 0.78
H 1.30 2.33 -0.40
H 1.51 -2.51 0.34
N -0.55 -0.11 -0.48
N 2.18 0.71 -0.61
N 0.10 -1.27 -0.16
O 2.32 -0.72 -0.06



13
Properties=species:S:1:pos:R:3 method="wB97M-V/def2-TZVPD" lumo_ha=0.0085 orbital_gap_ev=9.25 smiles=Cc1coc(C#N)c1 e_above_lowest_kj_mol=158.58
C 2.12 -0.55 0.16
C 0.70 0.17 -0.07
C 0.16 1.41 -0.02
C -1.61 0.27 -0.13
C -0.47 -0.66 -0.20
C -3.02 -0.06 0.09
H 2.34 -0.89 1.20
H 2.84 0.13 0.02
H 2.21 -1.38 -0.72
H 0.60 2.33 -0.39
H -0.50 -1.83 -0.15
N -4.14 -0.46 0.08
O -1.21 1.52 0.10



19
Properties=species:S:1:pos:R:3 method="wB97M-V/def2-TZVPD" total_charge=-1 lumo_ha=0.1314 orbital_gap_ev=9.29 smiles="NC[C@](N)(S(=O)(=O)[O-])S(=O)(=O)O" e_above_lowest_kj_mol=21.47
C -0.38 0.75 1.20
C 0.37 -0.19 0.34
N 1.42 -0.87 0.93
N -1.44 1.54 0.54
O 0.12 -2.39 -1.20
O 1.58 1.85 -0.81
O -1.89 -0.98 -0.97
O -1.08 -2.33 0.89
O -0.05 0.59 -2.09
O 2.15 -0.44 -1.43
S -0.63 -1.61 -0.27
S 1.07 0.51 -1.16
H -0.78 0.24 2.05
H 0.38 1.40 1.52
H 2.14 -0.17 1.04
H 1.74 -1.57 0.32
H -1.69 -0.33 -1.63
H -1.13 1.88 -0.35
H -1.91 2.15 1.10



19
Properties=species:S:1:pos:R:3 method="wB97M-V/def2-TZVPD" lumo_ha=0.0148 orbital_gap_ev=7.57 e_above_lowest_kj_mol=344.28
C -0.66 0.59 0.26
C -0.10 -2.07 -1.64
C 0.78 0.03 -0.44
C -0.03 1.07 1.58
N 0.21 0.32 2.60
N 0.37 -0.70 -1.57
O -1.60 -0.26 0.34
O -0.90 1.78 -0.57
O 0.50 2.25 1.68
H -1.00 -2.11 -2.24
H 0.78 -2.68 -2.05
H -0.38 -2.35 -0.57
H 1.28 -0.58 0.26
H 1.20 0.96 -0.71
H 1.15 0.20 2.99
H -0.41 -0.50 2.71
H 0.36 -0.23 -2.46
H -1.56 1.45 -1.20
H 0.00 2.84 1.06



11
Properties=species:S:1:pos:R:3 method="wB97M-V/def2-TZVPD" lumo_ha=0.0116 orbital_gap_ev=10.35 smiles="N=C(C(=O)O)C(=O)O" e_above_lowest_kj_mol=141.02
C -0.36 0.94 -0.66
C 0.17 -0.55 1.10
C 0.35 -0.38 -0.52
O -0.67 -1.54 1.36
O 0.51 1.95 -0.50
N 0.65 -1.32 -1.25
O -1.52 1.06 -0.95
O 0.82 0.03 1.92
H -0.62 -1.80 2.29
H 0.05 2.80 -0.53
H 0.62 -1.19 -2.26



Calculated values (eV/Å) of maximum force for the records, taken in order: 0.393; 3.310; 4.373; 7.259; 1.186; 2.788; 0.924; 8.387; 4.601; 3.959; 3.579; 4.255.